(w)
Computed, not measured: one molecule with the formula C2H6N2O, with ωB97M-V/def2-TZVPD.

Structure (ORCA input):
```
! RIJCOSX wB97M-V def2-TZVPD def2/J DEFGRID3
* xyz 0 1
O -1.79 -1.24 0.03
N 1.56 -0.12 0.04
N 0.45 -0.94 -0.09
C -0.85 -0.46 0.01
C -1.01 1.04 -0.02
H -0.59 1.50 0.86
H 2.19 -0.26 -0.75
H 2.07 -0.29 0.89
H -0.50 1.48 -0.87
H -2.08 1.25 -0.06
H 0.55 -1.96 -0.03
*
```

Calculated values
orbital gap: 10.6 eV
HOMO level: -9.71 eV
LUMO: 0.0320 Eh
structure (SMILES): CC(=O)NN

(x)
Computed, not measured: one molecule with the formula C2H6N2O, with ωB97M-V/def2-TZVPD.

Structure (ORCA input):
```
! RIJCOSX wB97M-V def2-TZVPD def2/J DEFGRID3
* xyz 0 1
O 2.14 0.08 0.04
N -1.60 0.31 0.10
N -1.90 -0.88 0.06
C 0.75 -0.45 -0.20
C -0.09 0.67 0.31
H -2.93 -0.99 0.02
H 0.03 1.61 -0.24
H 0.58 -0.65 -1.26
H 0.02 0.85 1.38
H 0.67 -1.34 0.42
H 2.33 0.77 -0.61
*
```

Calculated values
orbital gap: 9.7 eV
HOMO level: -8.79 eV
LUMO: 0.0349 Eh
structure (SMILES): [H]/N=N/CCO

(y)
Computed, not measured: one molecule with the formula C2H6N2O, with ωB97M-V/def2-TZVPD.

Structure (ORCA input):
```
! RIJCOSX wB97M-V def2-TZVPD def2/J DEFGRID3
* xyz 0 1
O -0.23 0.04 -1.68
N 0.79 0.51 1.23
N -0.36 1.44 0.62
C 0.02 -1.01 -0.61
C 1.02 -0.57 0.44
H -0.54 0.83 -1.39
H 1.73 -1.26 1.00
H -0.98 -1.05 -0.04
H -0.64 2.11 1.27
H -1.16 0.86 0.35
H 0.34 -1.90 -1.20
*
```

Calculated values
orbital gap: 10.3 eV
HOMO level: -9.68 eV
LUMO: 0.0214 Eh
structure (SMILES): N/N=C\CO

The calculated energies rank the structures as follows, beginning with the most stable: (w), (x), (y).

(w)
Computed, not measured: one molecule with the formula C2H6N2O, with ωB97M-V/def2-TZVPD.

Structure (ORCA input):
```
! RIJCOSX wB97M-V def2-TZVPD def2/J DEFGRID3
* xyz 0 1
O 1.21 -1.05 0.70
N -1.39 -0.24 -1.09
N 1.06 1.14 -0.12
C -1.07 -0.10 0.28
C 0.57 -0.04 0.36
H 1.97 1.50 0.26
H -2.21 -0.90 -1.22
H -1.21 -0.89 1.00
H -1.46 0.86 0.83
H 0.33 1.77 -0.32
H -1.78 0.64 -1.50
*
```

Calculated values
orbital gap: 9.7 eV
HOMO level: -9.00 eV
LUMO: 0.0255 Eh
structure (SMILES): NCC(N)=O

(x)
Computed, not measured: one molecule with the formula C2H6N2O, with ωB97M-V/def2-TZVPD.

Structure (ORCA input):
```
! RIJCOSX wB97M-V def2-TZVPD def2/J DEFGRID3
* xyz 0 1
O 1.04 -0.42 -0.53
N -1.50 0.97 -0.11
N -0.07 -0.90 0.24
C 1.60 0.65 0.23
C -1.26 -0.32 0.07
H 0.00 -1.91 0.21
H 2.59 0.93 -0.27
H -2.58 0.93 -0.11
H 0.93 1.66 0.09
H -2.05 -1.09 0.23
H 1.79 0.43 1.37
*
```

Calculated values
orbital gap: 10.2 eV
HOMO level: -9.35 eV
LUMO: 0.0294 Eh
structure (SMILES): [H]/N=C/NOC

The calculated energies rank the structures as follows, beginning with the most stable: (w), (x).

(w)
Computed, not measured: one molecule with the formula C2H6N2O, with ωB97M-V/def2-TZVPD.

Structure (ORCA input):
```
! RIJCOSX wB97M-V def2-TZVPD def2/J DEFGRID3
* xyz 0 1
O 2.08 -0.12 -0.60
N -1.48 -0.27 0.10
N 0.62 1.52 0.06
C 0.94 0.23 -0.39
C -0.08 -0.83 0.05
H 0.15 1.56 0.95
H 0.11 -1.10 1.08
H -1.75 -0.18 -0.89
H -0.04 -1.69 -0.62
H 1.47 2.04 -0.06
H -2.02 -1.16 0.32
*
```

Calculated values
orbital gap: 10.5 eV
HOMO level: -9.78 eV
LUMO: 0.0257 Eh
structure (SMILES): NCC(N)=O

(x)
Computed, not measured: C2H6N2O as an isolated structure, with ωB97M-V/def2-TZVPD.

Structure (ORCA input):
```
! RIJCOSX wB97M-V def2-TZVPD def2/J DEFGRID3
* xyz 0 1
O -0.55 1.24 -0.25
N 1.72 2.10 0.41
N 1.16 1.12 0.20
C -1.55 0.31 -0.02
C 1.52 -0.22 0.01
H 2.52 -0.27 0.39
H 1.47 -0.66 -1.00
H 0.83 -0.73 0.69
H -1.04 -0.47 0.59
H -2.15 -0.02 -0.95
H -2.13 0.89 0.72
*
```

Calculated values
orbital gap (spin up / spin down): 9.4 / 9.4 eV
HOMO level (spin up / spin down): -8.89 / -8.89 eV
LUMO (spin up / spin down): 0.0191 / 0.0191 Eh

The calculated energies rank the structures as follows, beginning with the most stable: (w), (x).